{"formula": "C14H24ClGaN5O6", "method": "wB97M-V/def2-TZVPD", "elements": ["O", "H", "Ga", "N", "N", "N", "N", "O", "O", "O", "O", "C", "C", "C", "C", "C", "H", "H", "H", "C", "H", "H", "H", "C", "C", "H", "H", "H", "H", "H", "H", "H", "H", "C", "H", "H", "H", "O", "H", "H", "Cl", "C", "C", "C", "C", "N", "C", "H", "H", "H", "H"], "coordinates": [[-2.38823, -2.02833, -1.06123], [-2.85356, -2.83079, -1.36441], [-0.32340, 0.23330, -0.47434], [-0.35377, 0.48898, 1.45554], [-2.20062, 0.60242, -0.31601], [1.54056, -0.18030, -0.44194], [-0.22149, -0.62229, -2.19876], [0.57866, 0.21618, 2.33619], [2.35145, 0.03705, 0.59857], [-1.24851, -0.70743, -3.10653], [-2.99169, 0.60424, -1.31992], [-2.54439, 1.07603, 0.91069], [-1.47154, 1.14717, 1.83978], [2.02754, -0.59666, -1.62291], [1.03019, -0.89486, -2.59621], [-1.42858, 1.86827, 3.14050], [-0.70090, 2.69592, 3.09104], [-1.10812, 1.20125, 3.95332], [-2.40728, 2.29564, 3.37497], [-3.94539, 1.48866, 1.16096], [-4.61840, 0.65409, 0.92290], [-4.20893, 2.35043, 0.53300], [-4.06544, 1.76384, 2.21582], [3.48851, -0.72725, -1.84837], [1.34305, -1.45921, -3.93068], [4.02577, -0.76705, -0.89763], [3.87317, 0.12173, -2.42832], [3.70185, -1.63232, -2.42546], [0.43592, -1.60290, -4.51513], [1.85254, -2.42127, -3.80848], [2.02681, -0.80184, -4.47671], [1.65624, 0.11411, 1.44344], [-2.04686, -0.39671, -2.57856], [-1.47542, -2.36738, -0.00095], [-1.63124, -1.64136, 0.80139], [-0.43619, -2.31962, -0.35559], [-1.69073, -3.37446, 0.38390], [1.28652, -2.66835, 3.26658], [1.03165, -3.31628, 2.58599], [0.93903, -1.80774, 2.94706], [2.02070, 5.41856, -0.35032], [0.92688, 4.36830, -1.13693], [0.20064, 4.79856, -2.24786], [-0.67622, 3.90113, -2.84879], [-0.80627, 2.62285, -2.32027], [-0.10244, 2.22302, -1.24731], [0.76837, 3.06966, -0.64942], [0.33891, 5.80709, -2.61631], [-1.27199, 4.15426, -3.71703], [-1.50888, 1.90148, -2.75095], [1.33465, 2.71734, 0.21446]], "atomic_forces_ev_per_a": [[0.095, -1.104, 0.362], [0.422, 0.572, 0.245], [-1.098, 1.760, 0.662], [-2.738, 0.954, 0.586], [-0.954, 0.848, 2.033], [2.626, -1.459, -2.372], [2.011, -0.724, -2.496], [1.531, 0.188, -0.120], [-0.364, 0.087, -0.519], [0.610, 0.210, 0.537], [-0.219, 0.040, -0.406], [-0.462, -0.395, -2.772], [2.947, -1.197, 0.145], [0.744, 1.161, 4.070], [-4.138, 0.300, -0.596], [-0.554, -0.032, 0.374], [-0.143, -0.376, -0.070], [-0.099, 0.195, -0.258], [0.236, -0.079, 0.075], [-0.049, 0.262, 0.323], [0.099, 0.287, -0.034], [-0.087, -0.245, 0.083], [-0.142, -0.078, -0.349], [0.195, -0.345, -0.160], [0.042, 0.003, -0.148], [-0.172, 0.028, -0.157], [-0.133, -0.072, 0.102], [0.032, 0.128, 0.084], [0.096, 0.027, 0.086], [-0.059, 0.095, -0.013], [-0.051, -0.039, 0.066], [-0.015, 0.000, 0.444], [0.143, -0.201, 0.017], [-0.985, -0.285, -0.295], [0.061, -0.219, 0.107], [-0.009, -0.248, 0.054], [0.328, 0.337, 0.022], [-0.427, 0.245, -0.758], [0.160, 0.380, 0.464], [0.226, -0.512, 0.281], [0.177, 0.168, 0.118], [-0.246, -0.502, 0.018], [-0.051, -0.434, 0.104], [0.101, -0.176, 0.244], [-0.048, -0.059, 0.035], [0.643, -0.133, 0.341], [-0.469, 0.210, -0.637], [-0.050, -0.051, -0.017], [0.112, 0.144, 0.087], [0.305, 0.304, 0.245], [-0.182, 0.035, -0.237]], "lumo_energy_ev": [-4.815, -4.824], "spin_multiplicity": 1, "homo_lumo_gap_ev": [5.836, 5.880], "e_above_lowest_kcal_mol": 0.0, "total_charge": 1, "e_tot_ha": -3657.67023, "largest_force_ev_per_a": 4.30}